1.
{
  "formula": "C41H46F4NO2PS",
  "method": "ωB97M-V/def2-TZVPD",
  "e_homo_ev": -7.84,
  "e_lumo_ev": -0.4,
  "energy_ha": -2933.99587,
  "smiles": "CCP(CC)N(C(F)(F)F)S(=O)(=O)F.c1ccccc1.c1ccccc1.c1ccccc1.c1ccccc1.c1ccccc1.c1ccccc1",
  "max_force_ev_per_a": 6.767,
  "symbols": ["C", "C", "P", "C", "C", "N", "C", "F", "F", "F", "S", "O", "O", "F", "H", "H", "H", "H", "H", "H", "H", "H", "H", "H", "C", "C", "C", "C", "C", "C", "H", "H", "H", "H", "H", "H", "C", "C", "C", "C", "C", "C", "H", "H", "H", "H", "H", "H", "C", "C", "C", "C", "C", "C", "H", "H", "H", "H", "H", "H", "C", "C", "C", "C", "C", "C", "H", "H", "H", "H", "H", "H", "C", "C", "C", "C", "C", "C", "H", "H", "H", "H", "H", "H", "C", "C", "C", "C", "C", "C", "H", "H", "H", "H", "H", "H"],
  "coordinates": [[1.27969, 0.20325, -2.25109], [0.47096, 0.42713, -3.63779], [-1.23553, 1.04198, -3.32606], [-1.48937, 2.78251, -2.79197], [-2.91036, 3.18875, -2.18710], [-2.55356, -0.04988, -3.39535], [-3.47123, 0.07465, -4.54575], [-3.85099, -1.17528, -5.02141], [-2.72434, 0.66154, -5.60985], [-4.56562, 0.89991, -4.35319], [-3.31725, -0.46796, -1.92021], [-4.40425, 0.43683, -1.47238], [-3.77717, -1.89858, -1.98143], [-2.14323, -0.43232, -0.71202], [2.31089, 0.67506, -2.29488], [0.66908, 0.74598, -1.45134], [1.29556, -0.90107, -2.00741], [1.05864, 1.22862, -4.21117], [0.54154, -0.51083, -4.28790], [-1.28842, 3.48943, -3.67197], [-0.70650, 3.07602, -2.00619], [-3.05339, 4.30057, -2.42460], [-2.86138, 3.12012, -1.05552], [-3.79785, 2.66309, -2.64555], [-0.02649, -0.69491, 1.36203], [0.80290, -1.80792, 1.46353], [1.90491, -1.77978, 2.31108], [2.18089, -0.63659, 3.05503], [1.35747, 0.47939, 2.94689], [0.25274, 0.45002, 2.10154], [-0.88819, -0.71956, 0.70733], [0.58885, -2.69833, 0.88188], [2.54950, -2.64877, 2.39284], [3.03872, -0.61577, 3.71825], [1.57605, 1.37253, 3.52260], [-0.39105, 1.31919, 2.01889], [4.47206, -4.49688, 5.98108], [3.18817, -4.27934, 5.49393], [2.51043, -3.10941, 5.81675], [3.11515, -2.15727, 6.63149], [4.39599, -2.37909, 7.12667], [5.07565, -3.54813, 6.80019], [5.00273, -5.40668, 5.72293], [2.71552, -5.02243, 4.86054], [1.51033, -2.93867, 5.43302], [2.58757, -1.24324, 6.88102], [4.86564, -1.63975, 7.76656], [6.07545, -3.72008, 7.18371], [-3.87975, 6.06252, 0.45734], [-5.09194, 6.73631, 0.56032], [-5.21864, 8.02354, 0.04924], [-4.13120, 8.63950, -0.56155], [-2.91613, 7.96959, -0.65658], [-2.79001, 6.68083, -0.14896], [-3.78332, 5.05625, 0.85004], [-5.93921, 6.25732, 1.03876], [-6.16503, 8.54719, 0.12679], [-4.23062, 9.64203, -0.96224], [-2.06645, 8.45208, -1.12756], [-1.84288, 6.15763, -0.22529], [-0.66869, 4.42702, -8.63550], [0.69522, 4.28381, -8.86727], [1.35355, 3.12941, -8.45730], [0.64831, 2.11910, -7.81114], [-0.71412, 2.26593, -7.57112], [-1.37296, 3.41902, -7.98461], [-1.18300, 5.32434, -8.96122], [1.24556, 5.07248, -9.36874], [2.41639, 3.01662, -8.64117], [1.16101, 1.21771, -7.49352], [-1.26142, 1.48228, -7.06224], [-2.43554, 3.53261, -7.79972], [4.91900, -4.51254, 0.43860], [4.76598, -5.88827, 0.30184], [5.12939, -6.73606, 1.34282], [5.65017, -6.20818, 2.51992], [5.81173, -4.83320, 2.65312], [5.44493, -3.98502, 1.61365], [4.62937, -3.85125, -0.37062], [4.36229, -6.30012, -0.61675], [5.00679, -7.80838, 1.23718], [5.93107, -6.86884, 3.33278], [6.22294, -4.42168, 3.56836], [5.56872, -2.91265, 1.71873], [-2.69252, -2.51849, 2.86040], [-1.73245, -2.32941, 3.84993], [-1.80486, -3.05126, 5.03687], [-2.83959, -3.95957, 5.23663], [-3.80410, -4.14183, 4.25124], [-3.73015, -3.42288, 3.06273], [-2.63276, -1.96078, 1.93231], [-0.92728, -1.61968, 3.69533], [-1.05467, -2.90623, 5.80690], [-2.89468, -4.52423, 6.16076], [-4.61420, -4.84566, 4.40921], [-4.48108, -3.56684, 2.29367]],
  "forces_ev_per_angstrom": [[-0.902, 0.402, -0.122], [1.928, -0.256, 0.405], [0.643, 0.216, -0.278], [0.075, 2.040, 0.165], [0.344, 0.895, -0.071], [-0.135, 1.269, 0.655], [0.164, 0.025, -2.638], [0.236, 2.597, 1.267], [-1.952, -1.387, 2.266], [1.917, -1.946, -0.215], [-5.007, -3.705, 2.646], [3.605, -1.188, -1.291], [2.311, 4.024, -0.186], [-1.676, 0.355, -2.971], [-1.160, -0.876, 0.033], [1.110, -0.870, -0.855], [0.212, 1.348, -0.110], [-1.259, -0.909, 0.574], [-0.574, 1.348, 0.868], [-0.242, -1.195, 1.015], [-0.969, -0.716, -1.065], [0.236, -1.517, 0.356], [-0.434, -0.295, -1.458], [1.134, 0.376, 0.755], [0.143, 0.032, 0.002], [0.043, 0.103, -0.003], [-0.019, 0.016, -0.023], [-0.055, 0.017, -0.035], [-0.010, -0.043, -0.004], [0.047, -0.091, -0.034], [0.311, -0.035, 0.282], [-0.012, 0.042, 0.065], [-0.031, 0.046, 0.013], [-0.050, -0.024, -0.028], [-0.016, -0.065, -0.032], [0.021, -0.055, 0.018], [-0.011, 0.085, 0.070], [0.005, 0.012, -0.011], [0.035, 0.016, 0.044], [0.054, -0.080, -0.016], [-0.024, -0.012, -0.052], [-0.068, -0.010, -0.047], [-0.047, 0.041, 0.027], [0.039, 0.059, 0.023], [0.069, -0.010, -0.006], [0.021, -0.055, -0.010], [-0.032, -0.051, -0.047], [-0.064, 0.014, -0.018], [0.037, 0.088, -0.044], [0.036, 0.010, -0.031], [0.084, -0.026, -0.015], [-0.007, -0.079, 0.044], [-0.030, -0.034, 0.006], [-0.117, 0.016, 0.014], [-0.013, 0.064, -0.010], [0.061, 0.028, -0.043], [0.063, -0.038, -0.004], [0.010, -0.059, 0.030], [-0.063, -0.034, 0.030], [-0.051, 0.035, 0.008], [0.030, -0.071, 0.048], [-0.030, -0.040, 0.017], [-0.060, -0.006, 0.032], [-0.032, 0.121, -0.017], [0.049, 0.013, -0.016], [0.089, 0.020, -0.016], [0.036, -0.052, 0.025], [-0.040, -0.061, 0.025], [-0.069, 0.011, 0.006], [-0.031, 0.042, -0.024], [0.077, 0.077, -0.079], [0.064, -0.021, -0.013], [0.023, -0.045, 0.074], [0.006, 0.022, 0.050], [0.004, 0.069, 0.025], [-0.030, 0.065, -0.084], [-0.001, -0.011, -0.039], [-0.024, -0.072, -0.018], [0.024, -0.038, 0.046], [0.021, 0.027, 0.069], [0.007, 0.072, 0.004], [-0.005, 0.031, -0.051], [-0.052, -0.014, -0.070], [-0.010, -0.065, 0.001], [-0.003, -0.058, 0.123], [-0.030, -0.031, 0.058], [-0.093, -0.029, -0.083], [0.010, 0.041, -0.057], [0.052, 0.032, -0.006], [0.059, 0.022, 0.040], [-0.011, -0.030, 0.059], [-0.055, -0.061, 0.018], [-0.052, -0.004, -0.035], [-0.003, 0.035, -0.052], [0.061, 0.045, -0.014], [0.052, 0.010, 0.044]],
  "mulliken_charge": [-0.704, -0.492, -0.112, -0.543, -0.857, -0.022, 0.668, -0.229, -0.269, -0.199, 1.023, -0.544, -0.602, -0.171, 0.336, 0.096, 0.208, 0.252, 0.398, 0.446, 0.424, 0.325, 0.190, 0.214, -0.245, -0.563, -0.303, -0.411, -0.684, -0.523, 0.539, 0.450, 0.554, 0.472, 0.374, 0.451, -0.446, -0.508, -0.150, -0.571, -0.388, -0.492, 0.494, 0.396, 0.494, 0.408, 0.376, 0.378, -0.343, -0.425, -0.360, -0.358, -0.388, -0.328, 0.370, 0.357, 0.357, 0.354, 0.359, 0.410, -0.352, -0.420, -0.346, -0.548, -0.121, -0.463, 0.364, 0.355, 0.363, 0.394, 0.435, 0.380, -0.380, -0.401, -0.388, -0.485, -0.255, -0.431, 0.412, 0.369, 0.369, 0.369, 0.415, 0.406, -0.158, 0.026, -0.602, -0.450, -0.362, -0.595, 0.355, 0.292, 0.387, 0.371, 0.359, 0.391]
}

=====

2.
{
  "formula": "C41H46IN5OPSV",
  "method": "ωB97M-V/def2-TZVPD",
  "e_homo_ev": [-9.89, -10.52],
  "total_charge": 1,
  "e_lumo_ev": [-2.4, -2.4],
  "energy_ha": -3920.06841,
  "s2": 3.77,
  "spin_multiplicity": 4,
  "max_force_ev_per_a": 0.151,
  "de_lowest_kcal_mol": 11.1,
  "symbols": ["V", "I", "C", "C", "C", "C", "C", "C", "C", "C", "C", "P", "C", "C", "C", "C", "C", "C", "C", "C", "C", "C", "C", "C", "C", "H", "H", "H", "H", "H", "H", "H", "H", "H", "H", "H", "H", "H", "H", "H", "H", "C", "C", "N", "C", "N", "C", "C", "C", "N", "C", "H", "H", "H", "H", "H", "H", "H", "H", "H", "H", "H", "H", "H", "C", "H", "H", "H", "C", "C", "C", "N", "C", "S", "N", "C", "O", "C", "C", "C", "C", "C", "C", "H", "H", "H", "H", "H", "H", "H", "H", "H", "H", "H", "H", "H", "H"],
  "coordinates": [[0.29467, -0.52729, -1.66415], [1.83555, -1.72507, -3.75335], [2.17893, -3.30191, -2.37877], [1.69417, -4.49898, -2.82756], [2.00482, -5.69592, -2.15712], [2.84829, -5.65414, -1.09124], [3.35293, -4.42483, -0.60099], [4.25104, -4.45351, 0.49473], [4.74856, -3.30242, 1.01848], [4.29404, -2.06982, 0.51575], [3.41851, -1.97467, -0.53830], [2.66580, -0.32569, -0.85175], [2.82570, 0.51763, 0.75536], [3.86325, 1.39511, 1.05780], [3.94224, 1.97031, 2.31966], [2.98774, 1.67527, 3.28284], [1.93671, 0.81824, 2.98099], [1.85564, 0.25054, 1.72049], [3.84840, 0.55716, -1.91703], [3.44185, 1.78004, -2.45389], [4.29976, 2.50502, -3.26507], [5.56509, 2.01044, -3.55685], [5.96963, 0.79183, -3.03452], [5.11497, 0.06578, -2.21457], [2.97570, -3.18137, -1.19135], [1.09673, -4.53661, -3.72776], [1.61014, -6.63330, -2.52393], [3.15301, -6.56579, -0.59286], [4.53295, -5.41680, 0.90119], [5.44765, -3.32277, 1.84342], [4.62053, -1.16620, 1.01339], [4.61512, 1.62375, 0.31231], [4.75427, 2.64752, 2.55120], [3.05076, 2.12706, 4.26418], [1.16858, 0.61778, 3.71495], [1.02569, -0.40779, 1.48158], [2.45059, 2.16041, -2.23720], [3.97996, 3.45399, -3.67547], [6.23282, 2.57423, -4.19493], [6.95295, 0.40290, -3.26427], [5.43842, -0.88611, -1.81344], [-3.63036, -4.12374, 0.19277], [-2.59336, -3.25486, 0.87026], [-1.81754, -2.56836, -0.15428], [-2.35004, -2.10409, -1.32445], [-1.61418, -1.29088, -2.04729], [-2.21826, -0.68156, -3.23453], [-3.18064, -1.63137, -3.91962], [-4.21239, -2.06557, -2.90157], [-3.55856, -2.57528, -1.70040], [-4.43506, -3.26138, -0.75383], [-4.28781, -4.57462, 0.93514], [-3.13991, -4.92701, -0.36080], [-1.90935, -3.85631, 1.46854], [-3.08146, -2.52893, 1.52872], [-1.07022, -1.98729, 0.19136], [-1.41571, -0.39010, -3.91697], [-2.73664, 0.23759, -2.94104], [-2.64043, -2.50265, -4.29721], [-3.67393, -1.14584, -4.76146], [-4.84046, -2.86570, -3.29516], [-4.86736, -1.22799, -2.63641], [-5.12488, -3.87071, -1.33808], [-5.02667, -2.52524, -0.19822], [-0.11792, 1.47127, -1.31274], [0.63709, 2.18424, -0.97598], [-0.81013, 1.33549, -0.46219], [-0.70170, 1.93877, -2.11473], [-5.37974, 1.13074, 5.30024], [-5.02749, 2.41246, 4.55255], [-3.72683, 2.32218, 3.76465], [-3.83995, 1.33752, 2.69356], [-3.43831, 1.43747, 1.43565], [-3.89930, 0.35890, 0.24121], [-2.63175, 2.52478, 1.10426], [-1.42272, 2.81320, 1.75318], [-1.05230, 2.20182, 2.72904], [-0.63325, 3.90709, 1.11946], [0.74051, 3.91813, 1.33656], [1.52653, 4.88844, 0.74070], [0.94137, 5.85927, -0.06306], [-0.43093, 5.86129, -0.26605], [-1.22015, 4.88381, 0.32144], [-6.27432, 1.27061, 5.90565], [-4.56829, 0.83196, 5.96645], [-5.58774, 0.29515, 4.62727], [-4.91162, 3.22676, 5.27034], [-5.83991, 2.69723, 3.87982], [-2.89420, 2.05536, 4.41699], [-3.49312, 3.28459, 3.31247], [-4.39451, 0.51583, 2.87905], [-2.61636, 2.69359, 0.10730], [1.17775, 3.15058, 1.96069], [2.59693, 4.88664, 0.90197], [1.55480, 6.62144, -0.52588], [-0.88900, 6.62745, -0.87710], [-2.29246, 4.90379, 0.16981]],
  "forces_ev_per_angstrom": [[0.079, -0.017, -0.011], [-0.052, -0.030, 0.100], [0.082, 0.101, 0.077], [0.020, -0.046, 0.024], [0.005, 0.008, 0.001], [-0.008, 0.016, -0.004], [-0.012, 0.010, -0.016], [0.013, 0.042, -0.002], [-0.005, -0.043, 0.000], [-0.004, -0.004, -0.014], [-0.042, -0.091, -0.083], [0.024, 0.058, 0.042], [-0.024, -0.013, 0.012], [0.016, -0.008, -0.010], [-0.007, 0.007, 0.002], [-0.001, 0.002, -0.003], [0.010, 0.000, 0.008], [0.007, -0.011, -0.017], [-0.026, 0.021, -0.029], [-0.014, -0.010, 0.007], [0.012, -0.010, -0.003], [-0.008, 0.013, -0.003], [-0.001, -0.010, 0.003], [-0.003, 0.000, 0.003], [-0.046, -0.018, -0.046], [0.000, 0.000, 0.001], [0.001, 0.003, -0.001], [0.001, 0.003, 0.001], [-0.002, 0.000, -0.006], [-0.005, 0.007, -0.002], [-0.001, 0.004, -0.002], [-0.005, 0.006, 0.007], [0.001, -0.001, -0.005], [0.002, -0.001, 0.000], [-0.006, -0.004, -0.001], [-0.009, 0.003, 0.013], [-0.006, -0.002, 0.002], [-0.005, -0.003, 0.003], [0.000, -0.001, 0.002], [-0.002, -0.005, 0.004], [0.003, -0.011, 0.011], [0.026, -0.014, 0.031], [-0.008, 0.019, 0.017], [0.061, -0.061, -0.006], [0.014, -0.048, -0.023], [0.025, 0.031, -0.112], [-0.014, -0.035, 0.010], [-0.006, 0.017, 0.020], [0.003, -0.004, -0.016], [-0.045, 0.089, 0.070], [-0.047, 0.004, -0.030], [0.001, 0.002, 0.005], [-0.005, -0.002, -0.001], [0.009, 0.008, -0.006], [-0.019, 0.002, -0.009], [0.005, 0.003, 0.011], [0.002, -0.001, 0.002], [-0.003, -0.002, -0.007], [0.003, 0.002, -0.005], [0.005, -0.002, -0.004], [-0.002, -0.002, -0.002], [-0.001, 0.000, 0.001], [0.005, 0.000, -0.006], [-0.001, -0.001, 0.004], [0.041, 0.137, 0.010], [0.016, 0.006, -0.003], [-0.031, -0.069, -0.007], [-0.028, -0.014, 0.002], [-0.003, 0.006, 0.002], [0.023, -0.020, 0.008], [-0.023, 0.022, -0.002], [0.021, -0.016, -0.013], [-0.005, 0.014, 0.003], [-0.009, -0.038, 0.002], [0.066, 0.002, 0.000], [-0.041, 0.033, -0.011], [-0.005, -0.024, 0.017], [-0.030, -0.011, -0.006], [-0.001, -0.020, 0.021], [0.014, -0.003, -0.007], [0.013, 0.003, 0.003], [-0.016, -0.001, 0.004], [0.005, 0.020, -0.027], [0.001, -0.002, 0.000], [0.000, -0.005, -0.003], [0.003, 0.004, -0.001], [-0.010, 0.005, -0.004], [-0.001, 0.005, 0.001], [0.019, -0.001, -0.001], [-0.005, -0.005, -0.004], [-0.006, 0.002, -0.006], [-0.006, -0.007, 0.009], [-0.004, 0.017, -0.007], [-0.001, 0.005, -0.001], [0.003, -0.003, 0.002], [0.003, -0.001, -0.002], [0.006, -0.009, 0.013]],
  "mulliken_spin": [2.951, -0.022, 0.085, 0.024, -0.001, 0.001, 0.006, 0.003, -0.002, -0.014, -0.010, 0.066, -0.150, -0.003, 0.000, 0.001, 0.024, 0.047, -0.058, 0.044, 0.010, 0.000, 0.003, -0.002, -0.127, 0.000, 0.000, 0.000, 0.000, 0.000, 0.000, -0.001, 0.000, 0.000, 0.001, 0.019, -0.002, 0.000, 0.000, 0.000, 0.001, 0.001, -0.003, -0.031, 0.030, -0.110, 0.089, 0.009, 0.000, 0.008, -0.001, 0.000, 0.000, 0.001, -0.001, 0.078, -0.016, -0.005, 0.001, -0.001, 0.000, 0.001, 0.000, -0.001, 0.242, 0.013, -0.225, 0.028, 0.000, 0.000, 0.000, 0.000, 0.000, 0.000, 0.000, 0.004, 0.000, 0.002, -0.004, 0.003, 0.000, 0.001, -0.003, 0.000, 0.000, 0.000, 0.000, 0.000, 0.000, 0.000, 0.000, 0.003, -0.003, 0.000, 0.000, 0.000, 0.000]
}